No. 1
59
Properties=species:S:1:pos:R:3:forces:R:3:mulliken_charge:R:1 method="wB97M-V/def2-TZVPD" de_lowest_ev=0.000 e_lumo_ev=-12.6676 charge=+3 orbital_gap_ev=4.16 multiplicity=1 energy_ha=-1356.8640 max_force_ev_per_a=6.7
Hf -0.024148 2.010947 0.067086 -2.9 -6.0 0.0 1.682
F -0.225630 0.152422 -1.210897 0.5 4.3 2.8 -0.338
C 3.930035 -3.532974 -0.307777 -1.1 -0.7 1.1 -1.441
C 2.431782 -3.132524 -0.159692 -0.3 1.4 0.4 0.169
C 1.909982 -3.136632 1.348476 1.6 -1.7 -1.9 -0.545
O 0.585648 -2.652740 1.466911 0.5 0.8 -2.1 -0.367
C 0.146708 -2.734998 2.765876 -0.5 0.0 1.3 -0.739
N 2.214064 -1.738960 -0.637912 0.3 0.6 0.1 -0.502
H 4.037963 -4.548719 0.072625 0.0 -0.1 0.2 0.406
H 4.557862 -2.918981 0.337926 0.1 0.2 -0.3 0.377
H 4.330914 -3.626781 -1.317028 -0.4 0.6 -0.1 0.423
H 1.776723 -3.704309 -0.817007 0.1 -0.9 0.5 0.333
H 2.613023 -2.625769 2.006398 0.1 0.7 0.0 0.174
H 2.025405 -4.167326 1.683793 -0.6 -0.3 0.2 0.586
H -0.881236 -2.396613 2.896018 -0.1 0.2 -0.5 0.193
H 0.795137 -2.055368 3.318817 0.0 -0.4 1.1 0.381
H 0.125549 -3.770994 3.104069 0.5 0.1 0.4 0.361
H 2.809454 -1.576414 -1.437412 0.4 0.0 -0.1 0.288
H 1.289572 -1.670122 -1.038748 -0.3 -0.1 0.0 0.075
C 2.157391 1.696287 2.668486 -0.1 -3.3 2.8 -0.891
C 2.159430 0.249992 2.136203 1.7 2.5 -1.0 -0.353
O 0.946744 0.127790 1.334430 0.2 2.4 1.1 0.239
O 1.597042 2.633331 1.789044 -0.3 0.5 -3.1 -0.367
H 3.119796 1.889087 3.142507 0.3 0.8 -0.9 0.586
H 1.500278 1.703823 3.538114 -0.3 -0.1 0.1 0.296
H 2.434767 -0.454474 2.921067 -1.6 -0.2 0.6 0.480
H 3.001215 -0.001495 1.491030 0.0 0.6 -0.7 0.388
H 0.973601 -0.830689 1.287619 -1.4 -2.3 -1.7 -0.114
H 2.077878 3.459799 1.874832 0.2 0.6 -0.2 0.281
C -1.918707 2.071291 2.946307 1.1 -1.5 2.6 -0.666
C -2.019433 0.567354 2.373858 0.1 2.7 1.3 -0.055
O -1.912216 0.702395 0.992300 0.5 0.9 -1.9 -0.247
O -0.971653 2.962762 2.283702 0.0 -1.8 -2.3 -0.362
H -1.473603 1.889173 3.924473 0.2 -0.1 0.2 0.435
H -2.778599 2.648630 3.285958 -0.7 -0.4 -1.2 0.494
H -3.001196 0.229777 2.705955 0.0 -0.3 -0.2 0.568
H -1.235512 -0.150363 2.615619 0.0 0.5 1.1 -0.147
H -2.484125 0.034673 0.606742 0.2 -0.3 -1.2 0.256
H -0.953705 3.823912 2.707607 0.0 0.3 0.2 0.276
C -0.882950 -1.373980 -4.230565 -1.0 0.2 1.4 -0.390
C -1.897080 -0.233362 -4.232512 -0.3 0.6 -1.1 -0.090
O -3.095603 -0.448199 -3.544755 -0.2 0.1 1.7 -0.515
O -0.875822 -2.020546 -2.947438 -0.2 -0.4 -0.4 -0.507
H 0.141320 -1.015168 -4.331708 -0.1 0.0 -1.2 0.255
H -1.320549 -2.028542 -4.984326 1.1 -0.7 0.1 0.358
H -2.269404 -0.016460 -5.233729 1.0 0.2 -0.6 0.492
H -1.443496 0.680253 -3.848221 -0.1 0.2 0.3 -0.192
H -3.549863 -1.233697 -3.858162 0.0 -0.2 -0.1 0.317
H -0.758816 -1.329517 -2.291390 -0.1 0.0 0.0 0.299
C -2.680046 2.802482 -1.686394 -1.1 1.0 -2.4 -0.367
C -1.596938 3.425873 -2.463490 -0.6 1.2 0.2 -0.566
O -0.351620 2.724261 -2.183533 0.2 0.2 1.4 -0.501
O -2.370720 3.012514 -0.314240 1.7 -1.0 -0.2 -0.405
H -2.947019 1.822063 -2.080864 0.4 -0.8 1.0 0.217
H -3.511126 3.400530 -2.060238 -0.6 0.2 0.8 0.488
H -1.499557 4.462209 -2.140052 0.3 0.1 0.1 0.352
H -1.821740 3.506028 -3.527042 0.3 -0.7 -0.1 0.518
H 0.153628 2.988434 -2.955888 1.4 -0.5 -0.1 0.319
H -3.090799 3.448626 0.147173 -0.1 0.1 0.5 0.308

No. 2
57
Properties=species:S:1:pos:R:3:forces:R:3:mulliken_charge:R:1 method="wB97M-V/def2-TZVPD" de_lowest_ev=8.301 e_lumo_ev=-10.2097 charge=+2 orbital_gap_ev=2.75 multiplicity=1 energy_ha=-1079.3846 max_force_ev_per_a=4.6
Sr 1.246279 3.170283 0.721197 2.3 -3.1 2.6 1.446
Sr -0.834519 4.008968 -1.917611 -0.2 -2.2 -0.6 1.674
O 2.563436 1.161910 1.354581 -1.6 1.6 0.1 -0.765
H 2.745795 0.810328 2.247702 -0.1 0.4 -0.6 0.142
O 0.077957 1.879291 -0.996588 -0.7 2.9 0.3 -0.651
H 0.192794 1.163212 -0.341920 -0.2 -0.1 -0.8 -0.108
C -1.744019 -0.374779 2.723550 -0.4 -0.3 -0.7 -1.494
C -1.460106 1.026544 2.134194 -0.5 0.4 2.3 0.927
C -2.496618 2.094460 2.579184 -1.9 -1.9 1.1 -0.842
O -2.904247 1.945043 3.977368 -0.2 0.7 -1.2 -0.358
C -4.253018 2.459845 4.293293 1.2 0.2 0.4 -0.764
N -0.164573 1.481745 2.664295 0.5 0.3 -0.9 -0.568
H -1.980408 -0.393839 3.787445 0.0 0.6 -0.1 0.398
H -0.884285 -1.036001 2.615191 0.2 0.1 -0.3 0.431
H -2.563445 -0.890079 2.222435 -0.1 0.1 0.0 0.284
H -1.430065 1.074585 1.045665 -0.1 -0.3 -0.1 0.208
H -3.411014 1.853481 2.037048 -0.1 0.4 -0.6 0.439
H -2.156469 3.105759 2.356300 0.1 0.3 0.0 0.234
H -5.092954 1.906906 3.872748 0.4 -0.4 -0.2 0.319
H -4.384775 3.510422 4.034381 0.3 0.1 -0.4 0.320
H -4.292706 2.445701 5.382477 -0.1 -0.3 -0.1 0.273
H 0.520860 0.802857 2.365306 0.6 -0.2 -0.2 0.162
H -0.206916 1.298539 3.656640 0.0 0.6 0.5 0.267
C -0.253884 -2.784111 -2.967130 -0.5 -1.0 0.8 -1.433
C -1.710771 -2.686500 -2.425233 0.6 -0.3 -0.3 0.343
C -1.979629 -1.300636 -1.783111 -1.3 -0.8 0.1 -0.333
O -3.423447 -1.172644 -1.512791 1.3 0.7 -0.6 -0.424
C -3.973773 -1.181235 -0.194979 0.5 -1.0 -1.3 -0.334
N -2.642493 -3.067791 -3.520858 0.8 1.5 1.2 -0.755
H 0.336829 -3.302130 -2.211611 0.4 0.6 0.2 0.379
H 0.190768 -1.840959 -3.284707 0.0 0.0 0.1 0.266
H -0.197810 -3.510218 -3.778130 -0.4 0.3 -0.3 0.436
H -1.861857 -3.409158 -1.623337 0.2 -0.1 0.1 0.340
H -1.716844 -0.455874 -2.419856 -0.1 0.0 -0.5 0.185
H -1.298927 -1.229671 -0.934758 -0.4 0.1 0.7 0.213
H -5.044942 -1.056720 -0.353703 0.1 0.3 0.3 0.288
H -3.525213 -0.405421 0.425511 -0.2 -0.1 0.2 -0.116
H -3.838519 -2.205834 0.151445 0.1 0.2 0.9 0.307
H -3.517988 -2.755075 -3.126115 -0.9 -0.3 -0.2 0.330
H -2.405095 -2.274991 -4.099824 -0.4 0.0 -1.4 0.288
C 5.549025 -1.161770 0.195342 0.9 -1.4 0.9 -1.492
C 5.088639 -0.109985 -0.730570 0.9 -0.1 -0.1 0.387
C 3.796700 -0.429336 -1.417093 -0.9 -0.2 -1.1 -0.119
O 3.651715 0.524734 -2.458449 -2.0 2.1 -1.1 -0.411
C 2.295188 0.806882 -2.910892 1.0 -1.3 -0.3 -0.206
N 5.028635 1.090276 0.063839 -0.1 0.8 -0.3 -0.670
H 4.885139 -1.269680 1.053089 -0.3 -0.5 -0.2 0.268
H 6.506626 -0.926721 0.659947 0.0 0.5 -0.2 0.397
H 5.788308 -2.087790 -0.327454 -0.6 -0.3 0.1 0.401
H 5.879470 -0.057054 -1.478811 -0.1 0.5 -0.4 0.329
H 2.930687 -0.341617 -0.761029 0.1 -0.2 0.5 0.069
H 3.745506 -1.370116 -1.965192 0.4 -0.6 0.6 0.368
H 2.021906 1.861993 -2.923581 0.4 0.6 0.5 0.000
H 1.508803 0.257891 -2.392922 0.3 0.0 0.5 -0.093
H 2.146071 0.518581 -3.951449 0.5 -0.2 -0.2 0.383
H 4.709269 1.866303 -0.498201 0.2 0.3 -0.5 0.235
H 4.244926 0.961194 0.687735 -0.1 0.0 0.6 0.199

No. 3
59
Properties=species:S:1:pos:R:3:forces:R:3:mulliken_charge:R:1 method="wB97M-V/def2-TZVPD" de_lowest_ev=0.000 e_lumo_ev=0.0940 orbital_gap_ev=9.68 smiles="CC(N)=O.OCCO.OCCO.OCCO.OCCO.OCCO" multiplicity=1 energy_ha=-1360.5149 max_force_ev_per_a=2.5
C -3.568082 0.770557 2.919264 0.8 -0.8 -0.5 -0.660
C -3.533382 1.986424 2.039297 -0.5 -0.4 -1.0 0.688
N -2.930157 3.096034 2.540650 0.0 -0.1 0.2 -0.391
O -4.030651 1.953655 0.925123 0.1 0.5 0.5 -0.627
H -2.641801 0.672874 3.493574 -0.4 0.3 0.6 0.051
H -3.543514 -0.108061 2.271338 -0.3 0.2 -0.2 0.159
H -4.494749 0.723504 3.485548 0.2 0.2 0.4 0.400
H -3.125422 3.984379 2.116172 0.2 0.0 -0.1 0.229
H -2.459123 3.051108 3.423563 -0.1 0.2 0.1 0.183
O -0.099442 0.230358 -0.087680 -0.4 0.2 0.1 -0.361
C -0.732417 -0.924536 0.497854 1.4 -0.2 -0.6 0.395
C -1.715880 -1.466989 -0.513233 -0.2 -1.2 -0.4 -0.571
O -2.894762 -0.711613 -0.663168 0.7 0.2 0.0 -0.530
H 0.826566 0.251420 0.189559 -0.1 0.3 0.0 0.125
H 0.098055 -1.632680 0.622873 -0.5 -0.5 0.2 0.429
H -1.116168 -0.694739 1.494670 -0.4 0.1 -0.2 -0.353
H -2.030179 -2.511180 -0.388493 0.0 0.2 1.0 0.472
H -1.148739 -1.636053 -1.445921 0.0 0.9 -0.2 0.013
H -2.579028 0.165838 -0.930991 -0.5 0.1 -0.2 0.289
O 2.395631 0.369205 -4.446501 0.3 -0.3 -0.1 -0.576
C 1.764826 -0.116317 -3.285334 -1.4 -0.5 0.4 0.457
C 2.233980 -1.501104 -2.904114 1.7 0.9 0.7 -0.395
O 3.618738 -1.404749 -2.438635 -0.6 0.0 -0.3 -0.516
H 2.136703 1.280434 -4.597347 -0.1 0.0 0.0 0.332
H 1.886461 0.546988 -2.422746 0.4 0.0 0.0 0.143
H 0.669436 -0.205667 -3.374093 0.1 0.2 -0.5 -0.178
H 2.233222 -2.252520 -3.692777 -0.6 0.1 -0.1 0.332
H 1.644339 -1.778585 -2.030763 0.0 -0.4 -0.1 0.124
H 4.037123 -0.817135 -3.081572 0.2 -0.2 0.1 0.305
O -1.708823 1.235539 -2.451101 -0.3 -0.3 0.0 -0.175
C -2.327261 1.869874 -3.573937 1.6 1.4 0.0 -0.376
C -2.744371 0.821845 -4.565615 -1.9 -1.2 1.1 -0.453
O -1.837226 -0.260380 -4.644941 0.5 0.6 -0.5 -0.566
H -1.031220 1.796377 -2.064690 0.0 0.0 0.1 0.102
H -3.090727 2.572876 -3.240031 -0.6 -0.5 -0.1 0.337
H -1.575981 2.532462 -4.028977 0.1 -0.2 -0.1 0.289
H -3.041261 1.231552 -5.530497 0.7 0.1 -0.2 0.368
H -3.685378 0.385716 -4.183294 0.0 0.2 0.0 0.249
H -1.346101 -0.251725 -3.810007 -0.2 0.0 0.0 0.229
O 2.523645 1.091125 0.454176 0.2 0.0 -0.1 -0.490
C 3.438347 0.403141 1.303551 -0.1 -0.6 0.7 -0.159
C 4.689421 -0.055690 0.576689 -0.7 0.4 -0.4 -0.298
O 5.510707 1.040214 0.206255 0.7 0.1 0.4 -0.520
H 2.920878 1.926341 0.189464 -0.1 0.0 0.0 0.236
H 3.641390 0.991195 2.204912 0.3 0.2 -0.2 0.287
H 2.901962 -0.470942 1.690147 0.0 0.0 -0.3 0.166
H 4.371817 -0.616405 -0.309539 0.1 -0.1 0.1 0.138
H 5.293729 -0.701600 1.209666 0.0 0.1 0.1 0.334
H 5.085234 1.670399 -0.376137 -0.3 -0.3 -0.2 0.294
O 0.100127 -3.330768 3.256787 -0.4 -0.3 -0.7 -0.537
C -0.627240 -2.355271 3.991776 1.1 0.0 0.3 -0.434
C 0.220084 -1.087320 4.001430 0.1 0.4 -0.1 0.284
O 1.343434 -1.265776 4.849878 0.5 -0.5 0.1 -0.580
H 0.690464 -3.840787 3.813196 0.0 0.2 0.3 0.307
H -1.594348 -2.204221 3.518464 0.0 0.0 -0.1 0.261
H -0.755259 -2.720006 5.011883 -0.3 0.2 0.1 0.367
H -0.305559 -0.158978 4.244692 -0.3 -0.2 0.2 0.356
H 0.616069 -0.953568 2.992420 -0.1 0.0 -0.1 -0.308
H 1.421883 -0.616063 5.547261 -0.3 0.2 0.0 0.326